No. 1
The following is a quantum chemistry calculation of C16H46CuFN10O8 as an isolated structure in a non-equilibrium geometry, from the OMol25 dataset.

```
! RIJCOSX wB97M-V def2-TZVPD def2/J DEFGRID3
* xyz 1 2
Cu 0.601 -1.606 0.760
F 1.030 0.321 0.669
O -1.741 2.537 -0.822
O 0.055 -5.397 -4.699
O -0.274 3.067 3.938
O 3.016 -3.451 -0.852
O -3.248 5.531 2.493
O 2.546 1.727 -2.609
O -1.412 -1.532 0.029
O 1.181 -2.854 2.074
N 3.625 -2.916 -2.941
N -1.920 3.052 1.652
N 3.666 3.564 -1.969
N 1.740 -4.112 3.855
N 2.906 -4.432 1.915
N -0.001 1.439 -1.678
N -0.518 -3.388 -1.722
N -0.678 3.527 -2.551
N 3.429 -1.230 -1.282
N 2.662 2.210 -0.359
C 0.304 -3.977 -2.785
C 0.891 3.281 4.836
C 1.924 -3.790 2.547
C -3.605 4.323 3.076
C 3.376 -2.572 -1.612
C -2.517 -1.252 0.852
C 0.210 2.670 2.694
C -0.859 -6.468 -5.093
C -3.554 6.595 3.374
C 2.957 2.444 -1.661
C -0.826 2.505 -1.661
C -3.319 3.184 2.126
C -1.087 2.009 2.096
C -0.717 -1.937 -2.161
C -0.631 -4.766 -3.618
C -1.736 -1.309 -1.346
H -3.257 7.512 2.918
H 0.977 1.903 2.743
H 3.545 -3.861 -3.285
H 1.441 4.199 4.570
H 2.013 1.472 -0.019
H -1.610 3.675 0.916
H -2.951 -0.265 0.726
H 0.656 1.413 -2.468
H -1.641 1.417 2.742
H 4.273 3.993 -1.238
H -0.949 -1.742 -3.214
H -1.954 -0.198 -1.483
H 3.202 -5.320 2.195
H 0.803 -3.276 -3.398
H -4.698 4.314 3.269
H -2.673 -1.774 -1.546
H 1.561 2.532 4.960
H 0.478 3.562 5.813
H 1.187 -4.610 -2.481
H 3.447 -0.544 -1.999
H -3.650 2.242 2.644
H 3.773 3.746 -2.973
H -1.447 -4.147 -3.960
H -4.647 6.753 3.424
H -3.302 -2.059 0.745
H 2.970 -4.224 0.939
H -4.010 3.258 1.232
H -0.864 -7.145 -4.230
H -2.199 -1.330 1.928
H -3.202 6.499 4.382
H 2.182 -4.974 4.062
H 0.179 3.392 -3.107
H 0.594 3.539 2.231
H 2.811 2.910 0.384
H -0.042 0.825 -0.880
H -0.433 -6.973 -5.959
H -1.036 -5.388 -2.855
H 3.162 -1.105 -0.287
H 4.003 -2.270 -3.634
H -0.687 1.509 1.147
H 0.887 -3.973 4.303
H -0.069 -3.269 -0.829
H -1.515 4.001 -2.802
H -1.859 -6.050 -5.173
H -3.106 4.166 4.018
H 0.182 -1.330 -2.036
*
```

Results
HOMO energy (spin up / spin down) ... -0.3861 / -0.3861 hartree
Energy ... -3526.84498 Ha
Energy relative to the best compared isomer or geometry (same formula, charge and spin) ... 0.00 kJ/mol
LUMO (spin up / spin down) ... -1.63 / -4.95 eV

---

No. 2
The following is a quantum chemistry calculation of C40H41ClN5NiO8PS2 as an isolated structure in a non-equilibrium geometry, from the OMol25 dataset.

```
! RIJCOSX wB97M-V def2-TZVPD def2/J DEFGRID3
* xyz -2 1
Ni 0.009 0.926 -0.574
Cl -5.140 0.585 -3.490
S 3.518 -0.987 0.439
S 6.104 -3.237 0.540
P 4.501 -2.437 1.384
O 3.465 -3.587 1.879
O 0.526 1.216 -4.625
O -1.449 0.975 -6.149
O 0.664 4.773 1.135
O 0.925 1.032 -2.450
O -3.650 0.898 -5.994
O 0.013 -2.118 2.338
O 5.015 -1.950 2.839
N -1.670 0.825 -1.873
N 0.381 1.257 1.391
N -3.003 0.695 -1.825
N 0.147 3.114 -0.365
N -0.351 -1.004 0.352
C 0.966 2.705 3.170
C -1.303 0.896 -3.139
C 0.834 0.345 3.531
C 1.144 4.575 -3.576
C -1.096 -3.494 -2.243
C -2.200 -2.577 0.135
C 2.897 -4.881 -0.080
C -2.784 -2.135 1.443
C -1.093 4.497 -1.935
C 0.178 1.064 -3.434
C -1.161 5.076 -3.191
C -3.639 1.371 1.724
C 2.557 3.488 -1.809
C 0.463 0.208 2.198
C -3.005 1.294 0.499
C 0.624 2.482 1.841
C 0.026 -1.109 1.621
C -2.322 -3.982 -1.822
C -0.971 -2.054 -0.315
C -2.556 0.904 -5.464
C -2.440 0.825 -3.980
C -3.496 0.690 -3.093
C 0.934 -2.058 -1.963
C -5.567 0.288 0.812
C 4.256 -2.173 5.076
C -4.938 0.180 -0.414
C -0.406 -2.546 -1.509
C -2.861 -3.526 -0.631
C -0.062 5.078 -4.031
C 0.105 3.898 -1.514
C -2.260 4.558 -0.995
C 1.433 -4.791 1.987
C 1.089 1.616 4.017
C 4.089 -1.401 3.772
C 4.373 0.089 3.930
C 0.490 3.589 0.822
C -4.931 0.896 1.879
C 2.381 -4.026 1.071
C 1.252 4.005 -2.321
C -3.665 0.715 -0.584
H -2.846 -4.721 -2.415
H 1.117 3.721 3.504
H 1.156 -1.084 -1.515
H 4.027 -3.222 4.909
H -1.985 1.654 0.378
H 3.586 -1.780 5.837
H -5.425 -0.332 -1.224
H 1.980 -5.522 2.581
H -3.852 -2.337 1.487
H -2.030 5.250 -0.183
H -2.094 5.519 -3.521
H -2.292 -2.669 2.256
H -0.141 5.488 -5.029
H 1.856 -3.147 0.673
H -3.813 -3.910 -0.284
H 3.573 -4.296 -0.703
H -0.661 -3.863 -3.161
H 3.760 0.514 4.722
H 5.426 0.246 4.161
H 0.675 -5.295 1.392
H 2.853 4.041 -0.917
H 2.015 4.605 -4.218
H -5.437 0.976 2.830
H 1.372 1.757 5.052
H 1.716 -2.745 -1.635
H 3.067 -1.534 3.391
H 3.338 3.579 -2.561
H -0.574 1.078 -5.552
H 0.891 -0.542 4.143
H -6.561 -0.114 0.935
H 3.451 -5.733 0.312
H 0.982 -1.975 -3.049
H 2.064 -5.235 -0.684
H -3.161 4.899 -1.505
H -2.605 -1.074 1.609
H -2.458 3.587 -0.547
H 0.938 -4.084 2.647
H -3.122 1.800 2.569
H 5.287 -2.094 5.417
H 4.139 0.599 2.999
H 2.448 2.438 -1.536
*
```

Results
HOMO energy ... -0.0832 hartree
Energy ... -5531.14736 Ha
Energy relative to the best compared isomer or geometry (same formula, charge and spin) ... 34.72 kJ/mol
LUMO ... 3.68 eV

---

No. 3
The following is a quantum chemistry calculation of an isolated ion of composition C5H12N4 and charge +2 in a non-equilibrium geometry, from the OMol25 dataset.

```
! RIJCOSX wB97M-V def2-TZVPD def2/J DEFGRID3
* xyz 2 1
N -0.677 0.634 -0.582
N 0.830 0.897 1.649
N 0.386 1.932 1.132
N -0.269 -1.613 -1.039
C -0.297 -0.623 -0.213
C -0.393 -1.713 -2.487
C -0.313 1.768 -0.090
C 0.395 3.240 1.796
C 0.016 -2.869 -0.316
H -0.795 -3.168 0.313
H 0.483 -2.358 -2.819
H -0.564 -0.727 -2.957
H 1.004 3.344 2.689
H 0.962 -2.830 0.226
H -1.240 -2.333 -2.713
H 1.400 0.985 2.597
H 0.642 4.007 1.057
H -0.794 2.579 -0.396
H -0.219 -0.932 0.819
H 0.086 -3.674 -1.003
H -0.641 3.455 2.336
*
```

Results
HOMO energy ... -0.7044 hartree
Energy ... -415.95126 Ha
Energy relative to the best compared isomer or geometry (same formula, charge and spin) ... 347.38 kJ/mol
LUMO ... -11.20 eV
SMILES string ... [H]/N=[N+](C)/C=N\C=[N+](C)C